Entry from the Open Molecules 2025 dataset: a structure of composition C47H37BrI2N3OP2Yb (wB97M-V/def2-TZVPD).

Element x y z (Å)
Yb: 0.678 0.335 0.521
Br: -2.537 2.549 7.218
C: -1.456 2.200 5.726
C: -1.614 1.009 4.985
C: -0.684 0.667 4.005
C: 0.407 1.518 3.700
C: 0.500 2.755 4.381
C: -0.400 3.084 5.399
N: 1.315 1.179 2.721
C: 2.509 1.722 2.629
C: 3.431 1.499 1.527
C: 4.800 1.949 1.654
C: 5.655 1.774 0.570
C: 5.196 1.112 -0.600
C: 3.887 0.707 -0.631
N: 3.041 0.909 0.399
H: -2.482 0.341 5.230
H: -0.846 -0.210 3.376
H: 1.323 3.407 4.098
H: -0.283 4.006 6.016
H: 2.867 2.382 3.393
H: 5.182 2.392 2.595
H: 6.675 2.182 0.613
H: 5.826 0.941 -1.474
H: 3.480 0.133 -1.472
I: -3.690 2.788 2.233
C: -2.369 3.542 0.855
C: -2.564 4.815 0.289
C: -1.733 5.280 -0.746
I: -2.037 7.183 -1.610
C: -0.680 4.475 -1.303
C: 0.215 4.847 -2.363
C: 1.126 3.884 -2.781
C: 1.203 2.658 -2.114
N: 0.526 2.356 -1.030
C: -0.488 3.188 -0.699
C: -1.343 2.703 0.357
O: -1.050 1.517 0.871
H: -3.356 5.469 0.667
H: 0.120 5.828 -2.815
H: 1.789 4.075 -3.623
H: 1.855 1.846 -2.486
C: -0.181 -2.857 -2.208
C: -1.088 -1.740 -2.714
P: -1.623 -0.568 -1.428
C: -2.654 0.649 -2.286
C: -3.935 1.052 -1.840
C: -4.532 2.192 -2.396
C: -3.883 2.966 -3.372
C: -2.607 2.561 -3.826
C: -2.054 1.383 -3.335
C: -2.840 -1.450 -0.435
C: -3.138 -1.050 0.909
C: -3.850 -1.895 1.750
C: -4.364 -3.122 1.277
C: -4.160 -3.480 -0.051
C: -3.448 -2.622 -0.924
P: 1.540 -2.334 -1.624
C: 1.531 -2.399 0.176
C: 0.338 -2.556 0.947
C: 0.371 -2.369 2.336
C: 1.592 -2.066 2.983
C: 2.804 -2.136 2.277
C: 2.775 -2.280 0.871
C: 2.297 -3.935 -1.909
C: 3.148 -4.131 -3.012
C: 3.644 -5.398 -3.311
C: 3.304 -6.505 -2.533
C: 2.467 -6.311 -1.432
C: 1.968 -5.049 -1.122
H: 0.037 -3.506 -3.067
H: -0.656 -3.488 -1.448
H: -1.985 -2.149 -3.246
H: -0.513 -1.191 -3.502
H: -4.447 0.431 -1.074
H: -5.513 2.495 -2.021
H: -4.352 3.859 -3.767
H: -2.028 3.158 -4.541
H: -1.088 1.023 -3.722
H: -2.793 -0.072 1.260
H: -3.977 -1.585 2.807
H: -4.936 -3.761 1.969
H: -4.597 -4.381 -0.500
H: -3.304 -2.920 -1.969
H: -0.617 -2.755 0.490
H: -0.572 -2.429 2.917
H: 1.553 -1.645 3.995
H: 3.788 -2.010 2.769
H: 3.698 -2.308 0.271
H: 3.436 -3.246 -3.614
H: 4.255 -5.521 -4.201
H: 3.630 -7.512 -2.836
H: 2.235 -7.130 -0.769
H: 1.330 -4.903 -0.251

## Properties
HOMO (spin up / spin down) (eV): -12.079 / -12.089
Total charge: +2
Multiplicity: 2
E (Eh): -7063.14626
Gap between HOMO and LUMO (spin up / spin down) (eV): 5.26 / 5.27

Mulliken analysis output, partial charges in e: Yb 0.01; Br -0.10; C -0.03; C -0.66; C 0.67; C 0.48; C -0.70; C -0.95; N 0.30; C -0.34; C 0.86; C -1.11; C -0.48; C -1.00; C -0.13; N 0.46; H 0.41; H -0.20; H 0.40; H 0.39; H 0.48; H 0.49; H 0.43; H 0.49; H 0.43; I 0.10; C -0.50; C -0.20; C -0.24; I 0.11; C 0.57; C -0.85; C -1.19; C -0.17; N 0.48; C 0.19; C -0.38; O 1.18; H 0.41; H 0.29; H 0.44; H 0.42; C -1.35; C -1.38; P 1.48; C 0.55; C -0.53; C -0.62; C -0.59; C -0.55; C -0.58; C -0.35; C 0.18; C -0.49; C -0.73; C -0.72; C -0.30; P 0.71; C -0.19; C 0.21; C -0.42; C -0.37; C -0.82; C -0.51; C 0.40; C -0.37; C -0.53; C -0.54; C -0.74; C -0.20; H 0.76; H 0.53; H 0.70; H 0.53; H 0.35; H 0.43; H 0.46; H 0.46; H 0.19; H -0.04; H 0.46; H 0.41; H 0.43; H 0.41; H 0.29; H 0.47; H 0.43; H 0.45; H 0.56; H 0.33; H 0.41; H 0.39; H 0.43; H 0.25

=====

Entry from the Open Molecules 2025 dataset: a structure of composition C47H38AuClN3O4 (wB97M-V/def2-TZVPD).

Element x y z (Å)
Au: 1.326 -1.049 0.095
O: -0.215 2.097 1.013
C: -0.845 1.112 1.263
N: -2.060 1.154 2.050
C: -2.589 -0.223 2.026
C: -1.468 -1.016 1.284
O: -1.573 -2.249 1.086
N: -0.545 -0.152 0.904
C: -3.815 -0.231 1.137
C: -3.563 -0.237 -0.247
C: -4.620 -0.097 -1.157
C: -5.953 0.161 -0.695
C: -6.210 0.054 0.715
C: -5.122 -0.190 1.574
C: -2.738 -0.808 3.445
C: -3.221 -2.170 3.568
C: -3.423 -2.711 4.798
C: -3.033 -2.003 5.924
C: -2.577 -0.718 5.815
C: -2.542 -0.104 4.593
H: -2.687 1.960 1.861
H: -2.565 -0.360 -0.667
H: -4.286 -0.001 -2.157
H: -6.768 0.508 -1.479
H: -7.185 0.146 1.169
H: -5.345 -0.252 2.625
H: -3.492 -2.676 2.655
H: -3.711 -3.748 4.863
H: -3.063 -2.492 6.869
H: -2.220 -0.267 6.713
H: -2.211 0.866 4.484
C: -3.572 3.523 -2.298
C: -3.263 2.385 -3.207
C: -4.270 1.945 -4.116
C: -4.109 0.842 -4.916
C: -2.896 0.095 -4.829
C: -1.903 0.564 -3.984
N: -0.704 -0.229 -3.822
C: 0.417 -0.184 -4.558
C: 0.364 0.421 -5.834
C: 1.583 0.566 -6.564
C: 2.666 -0.174 -6.180
C: 2.706 -0.799 -4.917
C: 1.644 -0.718 -4.080
C: 1.773 -1.167 -2.646
O: 2.837 -1.523 -2.190
O: 0.738 -0.989 -1.919
C: -2.039 1.726 -3.186
C: -0.824 2.098 -2.260
H: -4.360 4.180 -2.763
H: -2.759 4.246 -2.184
H: -3.965 3.244 -1.264
H: -5.176 2.437 -4.325
H: -4.996 0.538 -5.456
H: -2.689 -0.867 -5.303
H: -0.468 -0.556 -2.925
H: -0.517 0.813 -6.265
H: 1.498 1.297 -7.415
H: 3.514 -0.334 -6.827
H: 3.605 -1.320 -4.710
H: 0.093 2.561 -2.795
H: -0.438 1.165 -1.940
H: -1.151 2.642 -1.387
Cl: 5.672 1.661 -1.624
C: 5.055 1.366 -0.046
C: 5.971 1.031 0.954
C: 5.529 0.898 2.302
C: 4.223 1.243 2.693
C: 3.339 1.453 1.683
C: 3.694 1.620 0.275
C: 2.740 1.912 -0.704
H: 7.027 0.911 0.677
H: 6.320 0.646 3.025
H: 3.821 1.257 3.730
H: 2.376 1.789 1.995
H: 2.939 2.049 -1.710
H: 1.641 1.862 -0.401
C: 6.031 -2.627 2.354
C: 5.499 -2.318 1.090
C: 4.151 -2.058 0.968
C: 3.327 -1.897 2.091
C: 2.054 -1.319 1.957
C: 1.353 -0.962 3.130
C: 1.865 -1.238 4.369
C: 3.185 -1.730 4.453
C: 3.978 -1.962 3.367
C: 5.279 -2.492 3.479
H: 6.932 -3.185 2.482
H: 6.103 -2.435 0.202
H: 3.676 -1.850 0.049
H: 0.376 -0.549 3.006
H: 1.383 -1.044 5.284
H: 3.689 -1.935 5.424
H: 5.748 -2.830 4.384

## Properties
HOMO (spin up / spin down) (eV): -4.707 / -5.215
Total charge: -1
Multiplicity: 3
E (Eh): -2874.94206
Gap between HOMO and LUMO (spin up / spin down) (eV): 7.23 / 6.75

Mulliken analysis output, partial charges in e: Au 0.38; O -0.67; C -1.01; N -0.05; C 3.07; C -0.44; O -0.73; N 1.13; C -0.24; C -0.03; C -0.81; C -0.50; C -0.79; C -0.43; C -1.13; C -0.37; C -0.86; C -0.29; C -1.00; C -0.42; H 0.36; H 0.41; H 0.61; H 0.22; H 0.42; H 0.49; H 0.54; H 0.35; H 0.43; H 0.44; H 0.57; C -1.51; C 1.29; C -1.02; C -0.76; C -0.17; C -0.74; N -0.02; C 0.85; C -0.64; C -0.64; C -0.59; C -0.41; C 0.10; C 0.41; O -0.77; O -0.99; C 0.80; C -0.59; H 0.40; H 0.41; H 0.18; H 0.42; H 0.37; H 0.40; H 0.38; H 0.48; H 0.30; H 0.37; H 0.51; H 0.22; H -0.45; H 0.54; Cl -0.28; C 0.71; C -0.82; C -0.09; C -0.72; C -0.09; C 0.66; C -1.69; H 0.35; H 0.32; H 0.34; H 0.42; H 0.47; H 0.39; C -0.58; C -0.98; C -0.55; C 0.97; C -0.41; C 0.52; C -1.31; C -0.66; C 0.85; C -1.01; H 0.44; H 0.47; H 0.77; H 0.51; H 0.52; H 0.24; H 0.42

=====

Entry from the Open Molecules 2025 dataset: a structure of composition C47H39As2MnN2S3 (wB97M-V/def2-TZVPD).

Element x y z (Å)
Mn: 0.405 -0.363 -0.196
S: 0.459 0.646 -2.259
C: 0.651 2.381 -2.001
C: 1.125 3.192 -3.028
C: 1.154 4.568 -2.862
C: 0.693 5.154 -1.690
C: 0.226 4.351 -0.661
C: 0.241 2.968 -0.802
As: -0.487 1.738 0.498
C: -0.226 2.484 2.277
C: 0.648 3.524 2.579
C: 0.781 3.961 3.889
C: 0.055 3.362 4.907
C: -0.807 2.314 4.616
C: -0.940 1.874 3.310
C: -2.357 2.093 0.122
C: -3.047 3.096 0.793
C: -4.345 3.402 0.410
C: -4.942 2.720 -0.641
C: -4.246 1.728 -1.318
C: -2.952 1.412 -0.936
H: 1.451 2.749 -3.960
H: 1.516 5.192 -3.669
H: 0.691 6.230 -1.580
H: -0.175 4.794 0.242
H: 1.219 4.017 1.805
H: 1.456 4.778 4.107
H: 0.165 3.713 5.925
H: -1.375 1.838 5.404
H: -1.615 1.055 3.094
H: -2.576 3.628 1.611
H: -4.887 4.179 0.932
H: -5.954 2.965 -0.934
H: -4.709 1.201 -2.142
H: -2.400 0.641 -1.461
S: 6.395 3.420 1.160
C: 6.093 5.095 1.119
C: 4.800 5.381 0.797
C: 4.035 4.217 0.579
C: 4.753 3.058 0.742
C: 4.287 1.698 0.537
C: 2.913 1.399 0.628
N: 2.383 0.224 0.327
C: 3.227 -0.770 -0.072
C: 4.623 -0.611 -0.056
C: 5.454 -1.727 -0.399
C: 4.916 -2.899 -0.791
C: 3.498 -3.056 -0.907
C: 2.909 -4.235 -1.368
C: 1.529 -4.328 -1.480
C: 0.778 -3.189 -1.159
N: 1.304 -2.058 -0.690
C: 2.658 -1.987 -0.547
C: 0.881 -5.558 -1.921
C: -0.245 -6.156 -1.416
C: -0.547 -7.387 -2.040
C: 0.354 -7.709 -3.010
S: 1.572 -6.529 -3.178
C: 5.142 0.647 0.253
H: 6.892 5.788 1.333
H: 4.415 6.387 0.716
H: 3.007 4.238 0.243
H: 2.248 2.153 1.014
H: 6.528 -1.598 -0.343
H: 5.543 -3.744 -1.043
H: 3.532 -5.079 -1.637
H: -0.285 -3.190 -1.358
H: -0.809 -5.763 -0.583
H: -1.383 -8.014 -1.770
H: 0.365 -8.575 -3.652
H: 6.213 0.807 0.231
C: -0.547 -2.106 2.540
As: -1.460 -1.563 0.899
C: -3.053 -0.713 1.625
C: -2.378 -3.247 0.444
C: -3.502 -3.002 -0.527
C: -4.781 -3.473 -0.254
C: -5.812 -3.270 -1.160
C: -5.575 -2.590 -2.346
C: -4.304 -2.106 -2.623
C: -3.276 -2.311 -1.717
H: -1.235 -2.630 3.201
H: -0.149 -1.233 3.057
H: 0.280 -2.773 2.295
H: -3.458 -1.378 2.388
H: -3.786 -0.594 0.832
H: -2.850 0.263 2.052
H: -2.756 -3.615 1.398
H: -1.684 -3.990 0.057
H: -4.975 -4.010 0.668
H: -6.801 -3.648 -0.939
H: -6.380 -2.433 -3.051
H: -4.118 -1.576 -3.549
H: -2.277 -1.936 -1.931

## Properties
HOMO (spin up / spin down) (eV): -12.802 / -12.834
Total charge: +2
Multiplicity: 5
E (Eh): -8740.60116
Gap between HOMO and LUMO (spin up / spin down) (eV): 5.68 / 6.53

Mulliken analysis output, partial charges in e: Mn -0.62; S -0.51; C 0.59; C -0.64; C -0.73; C -0.88; C -0.44; C 0.38; As 1.45; C 0.82; C -0.08; C -1.13; C -0.68; C -1.08; C -0.48; C 0.92; C -0.55; C -0.80; C -0.65; C -0.79; C 0.00; H 0.55; H 0.43; H 0.49; H 0.42; H 0.09; H 0.49; H 0.42; H 0.45; H 0.45; H 0.44; H 0.46; H 0.43; H 0.50; H -0.01; S -0.16; C -0.33; C -0.99; C 0.00; C 0.21; C 0.34; C -0.09; N -0.27; C 0.07; C 0.82; C -1.14; C -1.22; C 0.88; C -0.69; C 0.37; C -0.79; N 0.72; C -0.45; C 0.02; C -0.49; C -0.62; C -0.45; S -0.09; C -0.99; H 0.47; H 0.43; H 0.40; H 0.50; H 0.48; H 0.51; H 0.62; H 1.19; H 0.26; H 0.42; H 0.46; H 0.52; C -1.36; As 1.25; C -1.21; C -0.24; C 0.60; C -0.54; C -0.71; C -0.54; C -0.91; C 0.53; H 0.49; H 0.34; H 0.38; H 0.70; H 0.30; H 0.25; H 0.81; H -0.80; H 0.42; H 0.43; H 0.43; H 0.50; H 0.20